# 1
{"formula": "C16H27AlF4N2O6", "method": "the ωB97M-V functional and the def2-TZVPD basis", "elements": ["C", "C", "O", "C", "C", "O", "C", "C", "C", "C", "C", "O", "O", "C", "C", "O", "C", "C", "N", "C", "C", "C", "O", "N", "H", "H", "H", "H", "H", "H", "H", "H", "H", "H", "H", "H", "H", "H", "H", "H", "H", "H", "H", "H", "H", "H", "H", "H", "H", "H", "H", "F", "Al", "F", "F", "F"], "coordinates": [[3.5507, -1.6662, 1.5994], [4.4967, -1.9563, 0.2646], [4.1521, -1.1096, -0.8899], [4.8305, 0.2224, -0.7945], [3.9363, 1.2408, -1.7379], [3.4096, 2.4195, -1.0314], [2.3478, 2.0701, -0.0744], [0.8183, 2.3108, -0.6135], [-0.2154, 3.1199, 0.4173], [-1.8101, 3.4021, 0.0289], [-2.7941, 4.1724, 1.1176], [-2.1651, 4.6747, 2.2167], [-4.2641, 4.2618, 0.9148], [-2.2946, 2.8356, -1.4431], [-1.1868, 2.0358, -2.4073], [-1.5740, 1.4801, -3.7394], [-1.7111, -0.0084, -3.6437], [-2.6618, -0.4206, -2.3493], [-3.3066, -1.7837, -2.4652], [-3.8698, -2.2858, -1.1544], [-4.2728, -1.1204, -0.0749], [-4.9367, -1.8562, 1.2724], [-5.3531, -0.2038, -0.5657], [0.2388, 1.8454, -1.9309], [3.7227, -2.5790, 2.3447], [3.8966, -0.6943, 2.1600], [2.4003, -1.6844, 1.3428], [4.2466, -3.0753, -0.0637], [5.6500, -1.9494, 0.5015], [4.7736, 0.5296, 0.3391], [5.9648, 0.1686, -1.0798], [4.6897, 1.6597, -2.5621], [3.1083, 0.6520, -2.3562], [2.4981, 2.7926, 0.8637], [2.4004, 0.9806, 0.3507], [0.2149, 3.4680, 1.4507], [-4.6627, 3.6252, 1.6041], [-3.4230, 3.0101, -1.7696], [-2.1296, -0.4860, -4.6458], [-0.6065, -0.4037, -3.4385], [-3.4631, 0.4289, -2.2509], [-1.9158, -0.4778, -1.4225], [-2.5011, -2.4411, -2.6777], [-3.2043, -3.0725, -0.5960], [-4.8820, -2.8574, -1.4269], [-3.3389, -0.5143, 0.3548], [-6.0890, -2.0351, 1.1687], [-4.8093, -1.0498, 2.1434], [-4.3178, -2.7894, 1.6121], [-5.5243, -0.3622, -1.5420], [0.8817, 1.3047, -2.5726], [2.4109, -3.1113, 5.8463], [4.2111, -3.1658, 5.8503], [4.7623, -4.8276, 5.4286], [4.8212, -2.7282, 7.4873], [4.8498, -1.9959, 4.6391]], "forces_ev_per_a": [[0.86, -0.78, 0.07], [-0.79, -1.75, 0.74], [1.64, 1.25, 1.19], [-1.32, -0.43, 0.77], [1.83, -0.46, -1.35], [-1.64, -2.18, 0.67], [0.12, 0.42, 0.62], [-4.47, 1.80, 0.74], [-1.20, -1.26, -3.19], [2.61, -2.22, -2.96], [2.66, 2.04, 5.36], [-4.50, -3.50, -7.67], [3.80, -1.89, 1.26], [3.40, -0.28, 1.51], [-0.75, 1.00, 1.90], [0.99, 0.59, 4.31], [0.41, -1.95, 0.96], [1.23, 0.35, 0.14], [1.92, 0.16, 0.34], [-1.68, -0.15, 1.05], [-0.83, -1.34, 1.20], [0.69, 1.46, 0.53], [1.56, -1.15, -1.13], [-1.94, 1.33, 1.82], [-0.23, 2.17, -1.49], [-0.91, -1.90, -1.02], [2.35, 0.28, 0.27], [0.55, 2.52, 0.51], [-2.28, 0.30, -0.35], [0.13, -0.17, -2.19], [-2.22, 0.06, 0.22], [-1.83, -0.59, 1.86], [1.57, 1.00, 1.62], [-0.62, -1.49, -2.21], [0.03, 1.79, -1.05], [-1.03, -0.71, -2.30], [0.82, 1.44, -1.21], [2.85, -0.59, 0.50], [0.89, 1.62, 2.03], [-2.41, 0.52, -0.65], [1.52, -1.76, 0.08], [-1.60, 0.79, -1.68], [-1.41, 0.97, 0.08], [-0.96, 1.64, -1.10], [2.11, 1.21, 0.73], [-2.02, -1.12, -1.37], [2.40, 0.08, -0.08], [-0.38, -1.81, -1.80], [-1.35, 1.65, -0.80], [0.48, 0.04, 1.79], [-1.00, 0.92, 0.91], [2.12, 0.00, -0.14], [0.08, -0.23, 0.46], [-0.70, 2.09, 0.40], [-0.77, -0.49, -2.10], [-0.79, -1.29, 1.20]], "homo_lumo_gap_ev": 5.77, "lumo_energy_ev": -4.1, "total_energy_ha": -1828.3719, "homo_ha": -0.363}

---

# 2
{"formula": "C16H27BrIN2O3", "method": "the ωB97M-V functional and the def2-TZVPD basis", "elements": ["C", "C", "O", "C", "C", "O", "C", "N", "N", "C", "C", "C", "C", "C", "C", "O", "C", "C", "Br", "C", "C", "C", "I", "H", "H", "H", "H", "H", "H", "H", "H", "H", "H", "H", "H", "H", "H", "H", "H", "H", "H", "H", "H", "H", "H", "H", "H", "H", "H", "H"], "coordinates": [[1.8296, -1.9086, 3.6418], [3.0338, -1.5130, 2.6515], [3.0796, -0.0681, 2.5288], [2.2063, 0.3007, 1.4354], [2.1697, 1.8936, 1.2212], [2.9404, 2.3442, 0.0857], [2.1086, 2.7213, -1.0131], [1.5109, 1.5235, -1.7273], [0.2306, 1.3379, -1.4399], [-0.2634, 0.2648, -2.1552], [-1.8158, -0.0481, -1.8705], [-2.0181, -1.3975, -1.0109], [-2.5153, -1.1419, 0.4850], [-4.1115, -1.0334, 0.5637], [-4.5080, 0.2452, 1.4710], [-3.8900, 1.4566, 0.9843], [-3.0205, 2.0416, 1.9734], [0.4178, -0.6447, -3.1467], [-0.6025, -2.0633, -4.0481], [1.9038, -0.3899, -3.3802], [2.7700, -1.2565, -4.3694], [2.3516, 0.8043, -2.5564], [4.4622, 1.3440, -2.7569], [2.1139, -1.7973, 4.7400], [0.9706, -1.1900, 3.4536], [1.4810, -2.9864, 3.4865], [3.9822, -1.9484, 3.1073], [2.8451, -2.0125, 1.6412], [2.5458, -0.2148, 0.4778], [1.1272, -0.0303, 1.6399], [1.0987, 2.2642, 1.2569], [2.6844, 2.3326, 2.1502], [1.2707, 3.3617, -0.5562], [2.6238, 3.4354, -1.7460], [-2.2869, 0.7896, -1.2398], [-2.3992, -0.0449, -2.8502], [-2.8555, -1.9788, -1.5419], [-1.1000, -2.0816, -1.0495], [-1.9726, -0.2079, 0.8568], [-2.1010, -2.0069, 1.1161], [-4.4993, -2.0091, 0.9917], [-4.5607, -0.9119, -0.4764], [-4.0786, 0.0366, 2.5150], [-5.6433, 0.3607, 1.5401], [-2.5345, 2.9858, 1.5674], [-2.1604, 1.3548, 2.2960], [-3.6430, 2.2345, 2.9077], [2.6596, -2.3509, -4.0494], [3.8712, -1.0070, -4.3931], [2.2914, -1.1899, -5.4088]], "forces_ev_per_a": [[0.07, 0.08, -0.06], [-0.99, -1.22, 1.18], [-0.60, -0.74, -1.50], [-0.64, 0.69, -0.34], [0.60, -0.83, 2.32], [-1.40, 0.07, -1.38], [-0.17, 2.02, 1.61], [2.76, 0.56, -0.63], [0.11, -3.62, -3.05], [-2.50, -0.76, 0.08], [0.33, 0.60, 0.67], [-0.72, -0.60, -0.67], [0.89, -0.29, -0.53], [0.58, 0.93, 0.25], [0.21, -1.38, 0.54], [0.48, -0.54, 0.50], [0.18, 0.04, 0.72], [2.88, 2.09, 0.97], [1.38, 1.63, 0.94], [-3.00, 0.98, 1.58], [-0.91, -0.26, 0.39], [-0.59, -1.64, -1.12], [-1.64, -0.28, 0.29], [-0.19, -0.07, -1.53], [0.88, -1.04, 0.22], [0.47, 1.51, 0.11], [-0.96, 1.06, -0.82], [0.41, 0.75, 1.19], [-0.30, 0.64, 0.98], [1.40, 0.27, -0.17], [1.23, -0.34, -0.55], [-0.67, -0.59, -1.40], [0.65, -1.38, -1.11], [-0.29, -1.62, 0.99], [1.01, -0.97, -0.97], [1.00, -0.24, 1.19], [1.31, 0.65, 0.74], [-1.14, 1.12, 0.11], [-0.98, -1.12, -0.40], [-0.87, 1.20, -0.78], [0.19, 1.34, -0.36], [0.63, -0.08, 1.28], [-0.87, 0.21, -1.29], [1.57, -0.02, -0.15], [-0.99, -1.12, 0.41], [-1.14, 0.63, -0.54], [0.94, 0.16, -1.06], [0.13, 1.51, -0.36], [-1.49, -0.05, 0.06], [0.79, 0.06, 1.44]], "homo_lumo_gap_ev": 7.22, "total_charge": 1, "lumo_energy_ev": -4.9, "total_energy_ha": -3832.3392, "relative_energy_kcal_mol": 99.8, "homo_ha": -0.444, "smiles": "CCOCCOC[n+]1nc(CCCCCOC)c(Br)c(C)c1I"}

---

# 3
{"formula": "C16H27CrN2O2PS", "method": "the ωB97M-V functional and the def2-TZVPD basis", "elements": ["Cr", "N", "C", "C", "C", "C", "C", "C", "C", "C", "N", "C", "H", "H", "H", "H", "H", "H", "H", "H", "C", "C", "S", "O", "C", "C", "H", "H", "H", "H", "H", "H", "H", "H", "H", "H", "C", "P", "C", "C", "O", "H", "H", "H", "H", "H", "H", "H", "H", "H"], "coordinates": [[-0.1010, 0.1281, -0.9530], [1.4004, -1.0818, -2.0105], [1.0452, -2.4719, -1.7707], [1.9104, -3.5104, -1.9400], [1.4696, -4.8418, -1.7571], [0.1684, -5.1058, -1.4462], [-0.7478, -4.0419, -1.2530], [-2.1112, -4.2321, -0.9339], [-2.9232, -3.1512, -0.7312], [-2.3675, -1.8669, -0.8024], [-1.1035, -1.6441, -1.1142], [-0.2911, -2.7197, -1.3803], [1.2890, -0.8921, -3.0071], [2.3825, -0.9145, -1.8120], [2.9341, -3.3242, -2.2422], [2.1718, -5.6520, -1.8940], [-0.1778, -6.1255, -1.3407], [-2.5019, -5.2386, -0.8492], [-3.9702, -3.2661, -0.4930], [-2.9745, -0.9989, -0.5724], [-0.1822, -0.5088, 4.1091], [0.8335, -1.0620, 3.1199], [1.1367, -0.0510, 1.6691], [-0.2664, 0.3045, 1.1163], [1.8195, 1.4749, 2.3584], [0.7917, 2.4662, 2.8814], [-0.5708, -1.3280, 4.7116], [-1.0239, -0.0452, 3.5966], [0.2686, 0.2130, 4.7861], [0.5178, -2.0186, 2.6999], [1.8249, -1.2108, 3.5541], [2.3983, 1.8997, 1.5378], [2.5241, 1.1490, 3.1258], [-0.0163, 2.6045, 2.1652], [1.2846, 3.4254, 3.0374], [0.3547, 2.1579, 3.8264], [0.5444, 4.6556, -0.5709], [-0.2239, 3.2538, -1.3522], [-1.8690, 3.0322, -0.6692], [-0.4102, 3.6304, -3.0858], [0.6270, 1.9873, -1.1450], [-0.1017, 5.5303, -0.6479], [1.4930, 4.8683, -1.0646], [0.7311, 4.4371, 0.4804], [-2.3684, 3.9929, -0.5392], [-1.8015, 2.5334, 0.2986], [-2.4777, 2.4335, -1.3507], [-1.0303, 4.5181, -3.2183], [-0.8801, 2.7931, -3.6030], [0.5709, 3.8147, -3.5244]], "forces_ev_per_a": [[0.50, 0.28, 0.39], [-0.27, 0.12, -0.32], [-0.03, -0.01, 0.02], [0.01, -0.10, -0.05], [0.05, 0.04, -0.01], [-0.05, 0.03, 0.01], [0.01, -0.08, -0.02], [0.00, -0.04, 0.01], [0.01, 0.03, 0.01], [0.01, -0.02, 0.06], [-0.12, -0.40, 0.04], [0.04, 0.14, 0.01], [0.11, -0.01, -0.01], [-0.02, 0.04, 0.11], [0.00, 0.00, 0.01], [0.01, 0.00, -0.01], [-0.01, 0.00, 0.00], [0.01, 0.00, -0.01], [0.00, 0.01, 0.01], [0.00, 0.01, -0.02], [0.02, -0.03, 0.02], [-0.08, 0.01, 0.03], [-0.09, 0.07, 0.09], [0.05, -0.01, -0.24], [-0.07, 0.03, 0.02], [0.03, 0.01, 0.02], [0.02, 0.00, 0.02], [-0.01, -0.02, -0.02], [-0.01, 0.00, -0.01], [-0.02, 0.01, -0.01], [-0.01, -0.04, 0.02], [-0.01, 0.00, -0.02], [0.03, 0.01, -0.01], [-0.01, 0.00, -0.03], [0.00, 0.00, 0.01], [0.00, 0.01, -0.02], [0.07, 0.02, 0.08], [0.21, -0.07, -0.01], [-0.03, -0.01, -0.01], [0.02, 0.03, -0.06], [-0.35, -0.09, -0.17], [0.01, 0.01, -0.01], [0.01, -0.01, 0.01], [-0.02, 0.02, 0.01], [0.01, 0.00, -0.01], [0.00, 0.02, 0.04], [0.01, -0.03, 0.02], [0.00, 0.00, 0.00], [-0.01, 0.01, 0.00], [-0.01, 0.00, -0.01]], "s2": 6.011, "homo_lumo_gap_ev": [8.59, 8.73], "total_charge": 2, "spin_multiplicity": 5, "lumo_energy_ev": [-6.1, -6.1], "total_energy_ha": -2669.4914, "relative_energy_kcal_mol": 0.0, "homo_ha": [-0.538, -0.546]}

---

# 4
{"formula": "C16H27F3O7Si", "method": "the ωB97M-V functional and the def2-TZVPD basis", "elements": ["C", "O", "C", "C", "C", "Si", "C", "C", "C", "O", "O", "C", "F", "F", "F", "H", "H", "H", "H", "H", "H", "H", "H", "H", "H", "H", "H", "H", "H", "H", "O", "C", "C", "C", "C", "O", "H", "H", "H", "H", "H", "H", "O", "C", "C", "C", "C", "O", "H", "H", "H", "H", "H", "H"], "coordinates": [[3.9641, 3.2676, 0.8451], [3.9876, 3.8368, -0.5428], [4.6040, 2.8023, -1.4385], [3.4542, 1.9584, -2.2561], [3.3215, 0.4851, -1.5379], [1.4573, -0.1338, -1.5594], [0.5862, 0.7975, -0.1057], [-0.9496, 1.2767, -0.4188], [-1.1305, 2.2166, -1.7495], [-1.2566, 1.7630, -3.0197], [-1.2232, 3.7079, -1.6117], [1.4942, -2.0730, -1.3317], [2.1370, -2.6628, -2.5484], [0.1132, -2.5970, -1.1375], [2.4016, -2.3852, -0.1764], [3.2877, 2.2890, 0.8948], [5.0686, 3.0713, 1.2368], [3.4457, 4.0402, 1.5734], [5.3390, 2.1165, -0.8108], [5.2904, 3.3996, -2.1936], [3.8404, 1.8057, -3.3704], [2.3990, 2.4727, -2.2671], [3.6055, 0.5045, -0.3788], [3.9810, -0.3218, -2.0768], [0.8613, 0.0996, -2.8718], [0.5112, 0.0075, 0.7862], [1.2487, 1.6843, 0.3411], [-1.2989, 1.9119, 0.5295], [-1.6304, 0.3180, -0.4244], [-1.7870, 4.0353, -2.3986], [-1.9662, 3.2924, 2.7192], [-3.1205, 3.1485, 2.3515], [-3.6469, 3.4851, 0.9893], [-5.1373, 3.4867, 1.2174], [-5.3004, 2.4954, 2.3398], [-4.1125, 2.6125, 3.1214], [-3.3438, 2.7045, 0.2860], [-3.2905, 4.4637, 0.6595], [-5.7166, 3.2281, 0.3271], [-5.4565, 4.4814, 1.5517], [-5.3794, 1.4654, 1.9765], [-6.1733, 2.7206, 2.9595], [-1.5859, -6.4594, 3.1251], [-1.0578, -6.5718, 2.0312], [-0.1127, -5.5840, 1.4170], [-0.0988, -6.0155, -0.0277], [-0.3725, -7.4937, 0.0667], [-1.2163, -7.6486, 1.2068], [0.8704, -5.6923, 1.8834], [-0.4836, -4.5624, 1.5270], [0.8358, -5.7829, -0.5449], [-0.9160, -5.5206, -0.5666], [0.5410, -8.0762, 0.2265], [-0.8828, -7.8719, -0.8238]], "forces_ev_per_a": [[-0.55, 0.35, 0.51], [1.05, -2.82, 1.26], [0.21, 1.00, -0.63], [0.92, -0.86, 0.40], [-0.02, -0.70, 0.20], [1.68, 1.14, 0.59], [-0.55, -0.11, 1.41], [-0.09, 1.03, 1.37], [-1.19, -0.29, -6.45], [0.77, 2.39, 8.22], [-0.99, -3.50, -0.68], [0.70, -0.97, -0.03], [-2.16, 0.97, 3.77], [4.28, 0.53, -0.38], [-2.97, 0.01, -3.17], [1.68, 1.93, -0.15], [-2.36, 0.24, -0.89], [1.14, -1.39, -1.73], [-1.73, 1.18, -1.33], [-1.54, -1.12, 1.47], [-1.04, 0.33, 2.39], [2.29, -0.55, 0.05], [-0.35, 0.05, -2.59], [-1.04, 1.62, 1.13], [-0.24, -0.10, -0.10], [0.05, 1.72, -1.78], [-1.50, -1.86, -1.28], [0.78, -1.21, -2.21], [1.24, 2.08, -0.69], [1.56, -1.14, 1.41], [-1.91, -0.42, -0.16], [1.97, 0.00, 0.64], [-0.34, 0.44, -0.23], [-0.62, 0.40, -0.56], [-0.72, -0.28, 0.08], [0.84, 0.34, -0.06], [0.08, 0.16, 0.03], [0.30, -0.37, -0.03], [0.02, 0.01, 0.18], [0.01, -0.18, -0.06], [0.02, 0.06, 0.05], [0.28, -0.15, 0.08], [0.57, -0.60, -1.91], [-0.78, 0.08, 2.14], [0.01, 0.39, -0.38], [0.30, 0.55, -0.72], [0.20, -0.39, -0.59], [-0.27, 0.38, 0.66], [-0.12, 0.09, 0.10], [0.18, -0.20, 0.33], [-0.15, -0.08, 0.01], [0.16, -0.09, 0.04], [-0.07, 0.02, 0.00], [-0.01, -0.11, 0.30]], "homo_lumo_gap_ev": 9.87, "lumo_energy_ev": 0.0, "total_energy_ha": -1741.4616, "homo_ha": -0.362, "smiles": "COCCC[Si@H](CCC(=O)O)C(F)(F)F.O=C1CCCO1.O=C1CCCO1"}